C30H55BaN4OP2S as an isolated structure in a non-equilibrium geometry. Source: OMol25; level of theory: ωB97M-V/def2-TZVPD.

Summary:
* HOMO-LUMO gap: 6.25 eV
* largest force on an atom: 3.12 eV/A
* relative energy (zero: lowest compared OMol25 entry of this formula, charge and spin): 0.00 kcal/mol
* LUMO energy: -2.12 eV
* total charge: +1

CARTESIAN COORDINATES (ANGSTROEM)
C -2.37 0.79 0.54
C -1.03 -0.87 1.51
C -3.48 0.40 1.28
C -2.21 -1.50 2.00
C -3.43 -0.83 1.95
H -4.37 1.03 1.22
H -2.13 -2.48 2.46
H -4.34 -1.23 2.40
N -1.17 0.20 0.65
P -1.29 2.05 -1.80
P 1.75 -0.43 2.11
C -2.48 1.99 -0.39
H -3.50 2.07 -0.82
H -2.30 2.89 0.21
C 0.29 -1.36 1.84
H 0.40 -2.44 1.90
C 3.11 -1.77 1.48
C 1.48 -0.31 4.04
C -2.23 1.01 -3.12
C -1.26 3.92 -2.17
C 3.50 -1.46 0.02
H 3.78 -0.41 -0.16
H 4.40 -2.06 -0.23
H 2.75 -1.82 -0.72
C 4.33 -1.57 2.38
H 4.71 -0.54 2.33
H 4.12 -1.79 3.43
H 5.13 -2.25 2.05
C 2.65 -3.24 1.52
H 3.52 -3.89 1.30
H 2.25 -3.56 2.49
H 1.90 -3.45 0.74
C 2.59 0.58 4.62
H 2.41 1.63 4.38
H 2.62 0.47 5.71
H 3.58 0.32 4.22
C 0.11 0.33 4.34
H -0.06 1.25 3.76
H -0.72 -0.35 4.13
H 0.08 0.58 5.41
C 1.49 -1.74 4.62
H 0.48 -2.17 4.66
H 2.12 -2.43 4.05
H 1.87 -1.71 5.65
C -0.67 4.13 -3.57
H -0.57 5.21 -3.76
H 0.33 3.68 -3.68
H -1.32 3.73 -4.35
C -0.34 4.57 -1.11
H -0.61 4.29 -0.08
H 0.72 4.33 -1.26
H -0.43 5.67 -1.18
C -2.64 4.58 -2.08
H -3.08 4.50 -1.08
H -2.52 5.65 -2.30
H -3.34 4.17 -2.80
C -2.93 -0.21 -2.49
H -3.75 0.08 -1.82
H -3.37 -0.82 -3.30
H -2.24 -0.86 -1.93
C -1.19 0.50 -4.15
H -0.53 -0.28 -3.73
H -1.72 0.04 -5.00
H -0.55 1.31 -4.54
C -3.31 1.83 -3.84
H -4.10 2.16 -3.15
H -2.91 2.68 -4.38
H -3.79 1.17 -4.58
Ba 1.10 0.08 -0.99
C 1.03 2.18 1.28
O 0.75 3.00 2.05
N 0.57 -2.51 -1.96
C 0.02 -3.53 -1.80
C -0.80 -4.67 -1.17
C -0.50 -4.83 0.32
C -2.27 -4.28 -1.26
C -0.45 -5.96 -1.94
H 0.57 -4.97 0.54
H -0.87 -3.96 0.89
H -1.03 -5.70 0.73
H -2.55 -3.98 -2.27
H -2.93 -5.09 -0.92
H -2.44 -3.41 -0.60
H -1.27 -6.21 -2.62
H 0.48 -5.81 -2.49
H -0.27 -6.80 -1.26
N 3.54 3.35 0.51
C 3.28 3.42 -0.81
N 2.87 4.64 -1.26
S 3.35 2.10 -1.86
H 3.48 4.16 1.13
H 4.01 2.53 0.89
H 2.99 4.78 -2.26
H 3.12 5.47 -0.75